Record 1
13
Properties=species:S:1:pos:R:3:nbo_charge:R:1 method="wB97M-V/def2-TZVPD" homo_ha="-0.346 / -0.346" orbital_gap_ev="8.5 / 8.5" fmax_ev_per_a=4.759 smiles="C[C@@](O)(I)[C@H](I)N=O"
C -1.43 -0.04 0.01 -0.67
C 0.00 -0.03 0.60 0.23
O 0.35 1.17 1.14 -0.69
I -0.07 -1.64 2.16 0.01
C 1.05 -0.33 -0.50 -0.34
I 3.03 -0.43 0.27 0.18
N 1.10 0.74 -1.48 0.11
O 0.64 0.52 -2.56 -0.25
H -1.54 -1.02 -0.34 0.24
H -2.06 0.25 0.92 0.22
H -1.48 0.78 -0.80 0.23
H -0.50 1.49 1.56 0.48
H 0.91 -1.48 -0.97 0.26

***

Record 2
60
Properties=species:S:1:pos:R:3:nbo_charge:R:1 method="wB97M-V/def2-TZVPD" homo_ha=-0.320 orbital_gap_ev=8.5 fmax_ev_per_a=0.695 smiles="C#Cc1ccc2nccnc2c1.CCOC(C)=O.CCOC(C)=O.CCOC(C)=O"
C 0.37 1.37 5.61 -0.19
C 0.71 1.16 4.48 -0.03
C 1.26 0.62 3.26 -0.11
C 0.42 -0.09 2.35 -0.17
C 0.96 -0.63 1.22 -0.21
C 2.33 -0.50 0.92 0.17
N 2.83 -1.09 -0.21 -0.37
C 4.11 -0.92 -0.39 0.00
C 4.93 -0.17 0.49 0.00
N 4.49 0.39 1.57 -0.35
C 3.16 0.22 1.81 0.08
C 2.59 0.77 2.97 -0.16
H 0.06 1.56 6.60 0.24
H -0.63 -0.22 2.56 0.23
H 0.34 -1.19 0.54 0.25
H 4.55 -1.37 -1.27 0.19
H 5.98 -0.07 0.25 0.19
H 3.22 1.31 3.67 0.23
C -3.21 2.33 -1.20 -0.64
C -1.79 1.84 -1.01 -0.08
O -1.75 0.49 -0.52 -0.51
C -1.81 -0.58 -1.33 0.81
C -2.20 -0.40 -2.78 -0.75
O -1.61 -1.67 -0.86 -0.60
H -3.74 1.74 -1.96 0.20
H -3.21 3.37 -1.51 0.23
H -3.77 2.24 -0.27 0.21
H -1.20 1.94 -1.91 0.20
H -1.30 2.43 -0.24 0.20
H -3.27 -0.55 -2.87 0.24
H -1.68 -1.16 -3.36 0.24
H -1.93 0.57 -3.19 0.23
C -0.79 -4.29 2.51 -0.64
C -1.06 -5.25 3.64 -0.07
O -1.22 -4.58 4.90 -0.51
C -2.40 -4.07 5.31 0.80
C -3.54 -3.95 4.32 -0.74
O -2.49 -3.67 6.43 -0.57
H -1.63 -3.61 2.35 0.21
H -0.61 -4.82 1.58 0.22
H 0.09 -3.67 2.74 0.22
H -1.91 -5.90 3.44 0.17
H -0.20 -5.91 3.79 0.20
H -3.51 -2.95 3.88 0.25
H -4.47 -4.06 4.87 0.24
H -3.53 -4.69 3.53 0.22
C 2.12 2.17 -5.59 -0.64
C 0.86 2.98 -5.79 -0.07
O 0.04 3.00 -4.62 -0.51
C 0.21 3.88 -3.62 0.81
C 1.46 4.73 -3.58 -0.74
O -0.61 3.91 -2.74 -0.59
H 2.76 2.60 -4.82 0.21
H 2.70 2.12 -6.52 0.22
H 1.88 1.15 -5.28 0.22
H 1.07 3.99 -6.14 0.18
H 0.24 2.51 -6.56 0.20
H 2.20 4.23 -2.96 0.25
H 1.20 5.68 -3.10 0.25
H 1.88 4.95 -4.55 0.22

***

Record 3
41
Properties=species:S:1:pos:R:3:nbo_charge:R:1 method="wB97M-V/def2-TZVPD" total_charge=+1 homo_ha=-0.422 orbital_gap_ev=7.2 fmax_ev_per_a=1.194
C -3.77 -2.37 -0.47 -0.64
C -3.17 -1.51 -1.60 0.07
O -3.94 -1.63 -2.79 -0.71
C -1.74 -2.00 -1.91 -0.24
N -0.98 -1.17 -2.83 -0.61
C -0.65 0.16 -2.35 -0.25
C 0.28 0.12 -1.16 -0.07
O 0.34 1.44 -0.54 -0.51
C -0.35 1.53 0.62 0.30
C -1.65 2.04 0.65 -0.14
C -2.32 2.11 1.86 -0.21
C -1.69 1.68 3.01 0.06
N -0.43 1.22 2.95 -0.41
C 0.25 1.13 1.80 0.03
H -3.04 -3.06 -0.06 0.21
H -4.19 -1.77 0.33 0.21
H -4.59 -2.97 -0.86 0.23
H -3.18 -0.47 -1.32 0.16
H -3.99 -2.56 -3.00 0.46
H -1.85 -2.97 -2.38 0.21
H -1.21 -2.18 -0.98 0.18
H -1.56 -1.06 -3.66 0.38
H -0.12 0.67 -3.14 0.22
H -1.52 0.80 -2.13 0.16
H 1.29 -0.16 -1.42 0.22
H -0.05 -0.59 -0.40 0.17
H -2.10 2.36 -0.28 0.26
H -3.33 2.49 1.89 0.26
H -2.17 1.70 3.98 0.25
H 0.02 0.89 3.79 0.45
H 1.26 0.74 1.75 0.29
C 5.91 -0.43 1.37 -0.83
S 4.47 0.47 1.95 1.25
O 3.27 -0.40 1.71 -1.02
C 4.49 1.71 0.66 -0.83
H 6.06 -1.29 2.02 0.25
H 5.73 -0.77 0.35 0.24
H 6.78 0.22 1.41 0.24
H 4.42 1.23 -0.32 0.24
H 5.40 2.29 0.73 0.24
H 3.63 2.37 0.80 0.23

***

Record 4
43
Properties=species:S:1:pos:R:3:nbo_charge:R:1 method="wB97M-V/def2-TZVPD" homo_ha=-0.271 orbital_gap_ev=8.1 fmax_ev_per_a=0.583 smiles="COCCNC(=S)Nc1ccc(N2CCCCC2)cc1"
C 1.98 3.11 0.13 -0.25
O 3.26 2.67 0.52 -0.53
C 4.06 2.18 -0.52 -0.06
C 3.78 0.72 -0.89 -0.26
N 4.24 -0.16 0.17 -0.61
C 4.00 -1.49 0.24 0.30
S 5.17 -2.51 0.82 -0.27
N 2.82 -2.01 -0.19 -0.61
C 1.55 -1.42 -0.17 0.09
C 1.22 -0.37 0.68 -0.23
C -0.06 0.15 0.69 -0.24
C -1.07 -0.36 -0.14 0.16
N -2.32 0.24 -0.15 -0.43
C -3.32 -0.17 -1.12 -0.21
C -4.17 -1.34 -0.61 -0.42
C -4.83 -0.95 0.70 -0.40
C -3.77 -0.47 1.70 -0.41
C -2.95 0.66 1.08 -0.20
C -0.73 -1.42 -0.98 -0.22
C 0.55 -1.94 -0.99 -0.21
H 2.05 3.92 -0.61 0.16
H 1.37 2.30 -0.29 0.17
H 1.49 3.48 1.03 0.19
H 3.93 2.80 -1.42 0.17
H 5.09 2.28 -0.17 0.19
H 2.71 0.57 -1.05 0.22
H 4.30 0.49 -1.83 0.19
H 5.16 0.08 0.53 0.41
H 2.83 -3.02 -0.26 0.42
H 1.97 0.04 1.34 0.24
H -0.26 0.98 1.35 0.21
H -2.84 -0.40 -2.07 0.21
H -3.98 0.69 -1.28 0.19
H -4.92 -1.61 -1.36 0.21
H -3.53 -2.21 -0.45 0.20
H -5.38 -1.80 1.12 0.21
H -5.55 -0.15 0.52 0.19
H -4.24 -0.13 2.62 0.21
H -3.10 -1.30 1.94 0.20
H -2.20 1.00 1.79 0.21
H -3.61 1.51 0.85 0.19
H -1.46 -1.88 -1.62 0.21
H 0.78 -2.77 -1.64 0.21

***

Record 5
53
Properties=species:S:1:pos:R:3:nbo_charge:R:1 method="wB97M-V/def2-TZVPD" homo_ha=-0.320 orbital_gap_ev=9.0 fmax_ev_per_a=5.076 smiles="CC(=O)OCCPP(=O)(O)O.ClCCCl.ClCCCl.ClCCCl.ClCCCl"
C 1.35 1.87 2.60 -0.74
C 0.61 2.80 1.49 0.81
O 0.03 3.82 1.97 -0.56
O 0.59 2.45 0.12 -0.55
C 1.91 2.31 -0.44 -0.09
C 2.52 0.81 -0.31 -0.74
P 1.31 -0.47 -1.03 0.21
P 2.12 -2.49 -0.88 1.96
O 0.97 -3.45 -1.29 -1.11
O 3.42 -2.77 -1.98 -0.97
O 2.54 -2.94 0.73 -0.99
H 0.98 2.13 3.64 0.26
H 2.49 1.96 2.50 0.23
H 1.10 0.79 2.29 0.24
H 2.66 3.10 -0.09 0.21
H 1.79 2.48 -1.58 0.22
H 3.45 0.80 -0.98 0.27
H 2.82 0.54 0.75 0.23
H 0.13 -0.47 -0.21 0.06
H 3.06 -3.47 -2.59 0.52
H 2.08 -3.80 0.90 0.51
Cl -1.89 0.86 -0.34 -0.04
C -3.29 0.40 0.65 -0.39
C -3.13 0.81 2.10 -0.39
Cl -1.86 -0.14 2.93 -0.07
H -3.44 -0.68 0.55 0.23
H -4.16 0.90 0.22 0.23
H -4.06 0.63 2.65 0.23
H -2.87 1.86 2.20 0.23
Cl -1.20 -0.41 -5.74 -0.07
C -2.60 -0.87 -4.74 -0.39
C -2.42 -0.46 -3.29 -0.40
Cl -1.15 -1.42 -2.48 -0.03
H -2.75 -1.94 -4.84 0.23
H -3.47 -0.36 -5.16 0.22
H -3.35 -0.64 -2.74 0.22
H -2.16 0.59 -3.19 0.23
Cl -4.72 -0.23 6.97 -0.06
C -3.22 -1.15 7.23 -0.39
C -2.82 -1.96 6.01 -0.40
Cl -3.95 -3.30 5.70 -0.06
H -3.36 -1.79 8.10 0.22
H -2.44 -0.43 7.46 0.22
H -1.84 -2.40 6.16 0.22
H -2.79 -1.34 5.11 0.23
Cl 4.47 2.42 -3.27 -0.07
C 4.46 1.42 -4.75 -0.38
C 3.28 0.47 -4.79 -0.41
Cl 3.41 -0.81 -3.56 -0.03
H 5.41 0.88 -4.80 0.22
H 4.41 2.11 -5.60 0.22
H 3.23 -0.02 -5.76 0.23
H 2.34 1.00 -4.63 0.23

***

Record 6
75
Properties=species:S:1:pos:R:3:lowdin_charge:R:1 method="wB97M-V/def2-TZVPD" homo_ha=-0.282 orbital_gap_ev=8.3 fmax_ev_per_a=2.233 smiles="CCOP(=O)(OCC)[C@@H](C#N)[C@H](/C=C/N1[C@H](Cc2ccccc2)C(=O)N(C)C1(C)C)c1ccc(C)cc1"
C 4.93 -0.25 2.29 -0.07
C 3.52 -0.58 1.86 -0.23
O 3.62 -0.85 0.42 -0.22
P 2.48 -0.43 -0.61 0.56
O 1.84 0.87 -0.28 -0.27
O 3.24 -0.43 -2.01 -0.20
C 4.57 0.21 -2.06 -0.25
C 4.97 0.33 -3.50 -0.08
C 1.43 -1.94 -0.67 -0.27
C 1.31 -2.56 0.66 -0.20
N 1.17 -3.10 1.68 0.19
C 0.07 -1.90 -1.30 -0.27
C -0.96 -1.07 -0.55 -0.06
C -0.88 0.27 -0.37 -0.08
N -1.77 1.06 0.28 -0.01
C -1.48 2.48 0.47 -0.17
C -0.24 2.72 1.34 -0.08
C 0.08 4.18 1.52 -0.22
C 0.23 4.71 2.81 -0.04
C 0.42 6.08 2.98 -0.08
C 0.51 6.92 1.87 -0.10
C 0.42 6.38 0.58 -0.08
C 0.22 5.01 0.40 -0.04
C -2.77 3.00 1.09 -0.36
O -3.02 4.15 1.43 0.07
N -3.62 1.93 1.20 -0.03
C -4.96 2.09 1.73 -0.02
C -3.12 0.67 0.68 -0.48
C -3.12 -0.40 1.79 0.00
C -3.97 0.19 -0.51 0.00
C -0.40 -3.36 -1.53 -0.18
C 0.37 -4.19 -2.36 -0.03
C -0.02 -5.50 -2.62 -0.03
C -1.24 -5.98 -2.13 -0.29
C -1.75 -7.33 -2.54 -0.06
C -1.99 -5.18 -1.27 -0.03
C -1.54 -3.90 -0.92 -0.02
H 4.96 -0.12 3.37 0.08
H 5.62 -1.04 2.00 0.08
H 5.26 0.69 1.83 0.08
H 3.13 -1.48 2.33 0.10
H 2.83 0.26 2.03 0.12
H 4.49 1.20 -1.58 0.12
H 5.28 -0.42 -1.50 0.12
H 5.94 0.83 -3.55 0.08
H 5.07 -0.66 -3.96 0.08
H 4.25 0.92 -4.07 0.08
H 2.10 -2.58 -1.28 0.13
H 0.18 -1.46 -2.32 0.16
H -1.91 -1.53 -0.33 0.05
H 0.00 0.80 -0.73 0.10
H -1.34 2.96 -0.52 0.16
H -0.42 2.25 2.32 0.13
H 0.61 2.20 0.87 0.09
H 0.16 4.03 3.67 0.11
H 0.49 6.49 3.99 0.10
H 0.65 7.99 2.00 0.10
H 0.49 7.02 -0.30 0.10
H 0.15 4.56 -0.59 0.11
H -5.07 3.12 2.08 0.09
H -5.71 1.89 0.96 0.09
H -5.12 1.40 2.56 0.09
H -2.67 0.03 2.70 0.10
H -4.16 -0.70 1.99 0.08
H -2.54 -1.27 1.49 0.07
H -4.16 1.04 -1.18 0.10
H -3.45 -0.59 -1.08 0.07
H -4.92 -0.21 -0.14 0.08
H 1.30 -3.80 -2.78 0.11
H 0.62 -6.16 -3.21 0.12
H -2.75 -7.49 -2.11 0.07
H -1.82 -7.40 -3.63 0.08
H -1.10 -8.13 -2.19 0.08
H -2.91 -5.56 -0.85 0.11
H -2.09 -3.37 -0.15 0.10

***

Record 7
52
Properties=species:S:1:pos:R:3:nbo_charge:R:1 method="wB97M-V/def2-TZVPD" homo_ha=-0.292 orbital_gap_ev=8.7 fmax_ev_per_a=0.956 smiles=CC(C)N1CCN(Cc2cccn2-c2cccnc2)C[C@H]1CCO
C -4.15 -0.28 -1.85 -0.63
C -3.96 -0.35 -0.33 -0.03
C -4.82 -1.48 0.24 -0.60
N -2.59 -0.52 0.13 -0.48
C -1.74 -1.39 -0.65 -0.22
C -0.55 -1.83 0.19 -0.22
N 0.18 -0.67 0.68 -0.45
C 1.36 -1.06 1.45 -0.26
C 2.40 -1.71 0.61 0.14
C 2.65 -3.04 0.43 -0.28
C 3.78 -3.17 -0.40 -0.29
C 4.20 -1.91 -0.69 -0.06
N 3.36 -1.01 -0.09 -0.35
C 3.52 0.37 -0.16 0.11
C 4.79 0.95 -0.13 -0.18
C 4.90 2.32 -0.22 -0.25
C 3.74 3.08 -0.32 0.02
N 2.53 2.54 -0.35 -0.42
C 2.42 1.23 -0.28 0.00
C -0.72 0.16 1.47 -0.23
C -1.90 0.65 0.63 -0.03
C -1.46 1.65 -0.47 -0.45
C -0.99 2.99 0.09 -0.06
O -2.05 3.57 0.83 -0.74
H -5.18 -0.02 -2.07 0.21
H -3.51 0.48 -2.29 0.21
H -3.93 -1.23 -2.32 0.20
H -4.32 0.59 0.11 0.20
H -5.87 -1.32 0.01 0.20
H -4.70 -1.53 1.32 0.21
H -4.51 -2.44 -0.17 0.20
H -2.31 -2.28 -0.93 0.20
H -1.37 -0.91 -1.57 0.17
H 0.13 -2.43 -0.42 0.21
H -0.91 -2.44 1.03 0.16
H 1.77 -0.16 1.92 0.21
H 1.08 -1.76 2.26 0.19
H 2.09 -3.85 0.87 0.22
H 4.23 -4.09 -0.74 0.22
H 5.01 -1.58 -1.32 0.21
H 5.67 0.33 -0.03 0.22
H 5.87 2.80 -0.20 0.22
H 3.78 4.16 -0.38 0.19
H 1.42 0.82 -0.33 0.24
H -0.16 1.01 1.87 0.20
H -1.12 -0.42 2.33 0.18
H -2.58 1.18 1.29 0.22
H -0.65 1.22 -1.06 0.22
H -2.31 1.84 -1.11 0.21
H -0.71 3.64 -0.75 0.17
H -0.10 2.86 0.72 0.16
H -1.76 4.43 1.16 0.47

***

Record 8
9
Properties=species:S:1:pos:R:3:mulliken_spin:R:1 method="wB97M-V/def2-TZVPD" spin_multiplicity=5 total_charge=+2 homo_ha="-0.598 / -0.673" orbital_gap_ev="3.7 / 7.3" fmax_ev_per_a=4.557
C 0.75 -0.84 -0.34 0.57
C 1.95 -0.34 -0.12 -0.06
H 2.82 -0.70 -0.69 0.05
H 0.34 -1.67 -0.91 0.05
H 2.12 0.49 0.57 0.03
O -2.24 0.92 0.09 0.02
C -1.58 0.35 0.88 0.05
O -1.23 -0.06 1.89 0.10
V -2.92 1.85 -1.37 3.19